No. 1
The following is a quantum chemistry calculation of the ion C23H23N2 with charge +1, from the OMol25 dataset.

Cartesian coordinates (Å):
C (1.268, 4.292, 3.624)
C (1.063, 3.111, 2.697)
C (1.531, 3.167, 1.371)
C (1.338, 2.095, 0.497)
C (0.760, 0.888, 0.907)
C (0.885, -0.171, -0.162)
C (0.594, -1.621, 0.193)
C (1.001, -2.482, -0.820)
C (1.033, -3.868, -0.657)
C (0.543, -4.472, 0.519)
C (0.534, -5.985, 0.655)
C (0.207, -3.613, 1.571)
C (0.151, -2.203, 1.400)
C (0.242, 0.831, 2.231)
C (0.524, 1.898, 3.132)
H (0.877, 4.089, 4.622)
H (2.335, 4.511, 3.740)
H (0.802, 5.207, 3.244)
H (2.033, 4.088, 1.050)
H (1.633, 2.247, -0.551)
H (1.937, -0.075, -0.742)
H (1.311, -2.106, -1.802)
H (1.422, -4.543, -1.436)
H (0.142, -6.288, 1.621)
H (-0.049, -6.464, -0.130)
H (1.548, -6.380, 0.581)
H (-0.021, -4.098, 2.535)
H (-0.258, -1.650, 2.225)
H (-0.420, 0.055, 2.568)
H (0.296, 1.814, 4.202)
C (1.119, -0.525, -3.511)
C (0.012, -0.031, -2.654)
N (-0.137, 0.139, -1.330)
C (-1.349, 0.897, -1.185)
C (-1.898, 1.089, -2.439)
C (-3.077, 1.791, -2.716)
C (-3.728, 2.365, -1.625)
C (-3.118, 2.260, -0.334)
C (-1.926, 1.547, -0.107)
N (-1.012, 0.509, -3.328)
H (1.995, -0.807, -2.950)
H (0.760, -1.373, -4.081)
H (1.375, 0.236, -4.254)
H (-3.452, 1.887, -3.717)
H (-4.681, 2.926, -1.723)
H (-3.614, 2.740, 0.527)
H (-1.457, 1.486, 0.877)
H (-1.075, 0.588, -4.332)

Properties
- E_HOMO (eV) = -11.74
- strongest force on any atom (eV Å⁻¹) = 2.9
- energy relative to the best compared isomer or geometry (same formula, charge and spin) (kcal/mol) = 10.4
- SMILES = Cc1ccc(C(c2ccc(C)cc2)n2c(C)[nH+]c3ccccc32)cc1
- net charge = +1
- HOMO-LUMO gap (eV) = 9.06



No. 2
The following is a quantum chemistry calculation of a cluster of 2 separate species, C2H7NS2 in total, from the OMol25 dataset.

Cartesian coordinates (Å):
S (1.604, 0.149, 2.995)
S (-0.313, 0.899, 3.214)
H (1.714, 0.876, 1.960)
H (-1.103, 0.091, 2.547)
C (-1.157, -0.776, -0.681)
C (-0.453, -0.389, -1.824)
N (0.832, 0.293, -1.624)
H (-0.944, -0.237, 0.246)
H (-1.678, -1.720, -0.384)
H (-0.628, -0.712, -2.822)
H (0.779, 1.138, -1.162)
H (1.347, 0.387, -2.464)

Properties
- E_HOMO (eV) = -8.38
- strongest force on any atom (eV Å⁻¹) = 4.2
- energy relative to the best compared isomer or geometry (same formula, charge and spin) (kcal/mol) = 46.8
- SMILES = C=CN.SS
- HOMO-LUMO gap (eV) = 8.70



No. 3
The following is a quantum chemistry calculation of a cluster of 2 separate species, C4H14OSi2 in total, from the OMol25 dataset.

Cartesian coordinates (Å):
C (3.169, 1.534, -0.239)
C (-2.767, -0.996, -1.086)
C (-1.120, 1.287, -0.396)
C (-0.890, -1.314, 1.403)
O (2.760, 0.324, 0.303)
Si (3.471, -1.142, 0.735)
Si (-1.037, -0.637, -0.368)
H (4.208, 1.564, -0.165)
H (2.543, 2.350, 0.084)
H (2.821, 1.447, -1.407)
H (-2.945, -0.108, -1.643)
H (-2.915, -1.835, -1.696)
H (-3.431, -0.995, -0.293)
H (-1.528, 1.696, -1.341)
H (-1.811, 1.639, 0.387)
H (-0.265, 1.869, -0.250)
H (-0.260, -2.302, 1.705)
H (-0.573, -0.593, 2.091)
H (-1.903, -1.548, 1.737)
H (0.371, -0.853, -1.094)
H (2.100, -1.386, 1.535)

Properties
- E_HOMO (eV) = -8.45
- strongest force on any atom (eV Å⁻¹) = 5.2
- energy relative to the best compared isomer or geometry (same formula, charge and spin) (kcal/mol) = 102.2
- HOMO-LUMO gap (eV) = 8.25



No. 4
The following is a quantum chemistry calculation of the molecule C17H17N3O3S2, from the OMol25 dataset.

Cartesian coordinates (Å):
C (6.580, -2.089, -0.100)
H (5.867, -2.920, -0.104)
O (6.078, -0.974, -0.796)
C (4.930, -0.392, -0.352)
C (4.205, -0.802, 0.761)
C (3.048, -0.129, 1.117)
C (2.598, 0.957, 0.386)
C (3.320, 1.358, -0.732)
C (4.473, 0.698, -1.096)
H (5.042, 1.003, -1.960)
H (2.969, 2.193, -1.321)
C (1.309, 1.655, 0.752)
C (0.200, 1.018, -0.002)
N (-0.387, 1.534, -1.014)
N (-1.320, 0.765, -1.569)
C (-1.451, -0.375, -0.980)
N (-2.331, -1.345, -1.345)
H (-2.946, -1.109, -2.109)
S (-2.921, -2.455, -0.216)
O (-1.805, -3.181, 0.299)
O (-3.953, -3.157, -0.908)
C (-3.656, -1.458, 1.142)
C (-3.929, -0.079, 0.658)
C (-3.254, 1.016, 1.184)
C (-3.452, 2.279, 0.656)
C (-4.324, 2.459, -0.403)
C (-5.012, 1.375, -0.923)
C (-4.819, 0.112, -0.395)
H (-5.342, -0.742, -0.802)
H (-5.697, 1.514, -1.746)
H (-4.465, 3.442, -0.824)
H (-2.913, 3.121, 1.065)
H (-2.566, 0.875, 2.006)
H (-2.944, -1.492, 1.962)
H (-4.560, -2.006, 1.395)
S (-0.379, -0.613, 0.381)
H (1.349, 2.707, 0.472)
H (1.124, 1.564, 1.824)
H (2.491, -0.464, 1.980)
H (4.525, -1.642, 1.357)
H (6.837, -1.836, 0.934)
H (7.482, -2.386, -0.632)

Properties
- E_HOMO (eV) = -8.50
- strongest force on any atom (eV Å⁻¹) = 1.8
- energy relative to the best compared isomer or geometry (same formula, charge and spin) (kcal/mol) = 49.6
- SMILES = COc1ccc(Cc2nnc(NS(=O)(=O)Cc3ccccc3)s2)cc1
- HOMO-LUMO gap (eV) = 8.93



No. 5
The following is a quantum chemistry calculation of a cluster of 7 separate species, C27H55F9N6O6SSi in total, from the OMol25 dataset.

Cartesian coordinates (Å):
C (7.287, 2.080, 3.381)
C (6.542, 2.559, 2.573)
C (5.621, 3.019, 1.531)
C (5.113, 1.849, 0.667)
C (4.754, 2.311, -0.764)
Si (3.228, 3.418, -0.773)
C (1.730, 2.325, -0.409)
C (0.600, 3.029, 0.376)
C (0.726, 2.949, 1.890)
F (1.898, 2.427, 2.318)
F (0.684, 4.227, 2.401)
C (-0.444, 2.261, 2.654)
F (-1.574, 2.936, 2.397)
F (-0.212, 2.336, 3.967)
S (-0.798, 0.438, 2.251)
F (-1.582, 0.861, 0.937)
F (-2.157, 0.550, 3.089)
F (-0.060, -0.051, 3.563)
F (0.531, 0.250, 1.433)
F (-1.172, -1.069, 1.934)
H (7.902, 1.644, 4.130)
H (6.148, 3.729, 0.891)
H (4.808, 3.541, 2.035)
H (4.211, 1.410, 1.101)
H (5.856, 1.059, 0.645)
H (5.611, 2.803, -1.227)
H (4.512, 1.399, -1.313)
H (3.062, 4.016, -2.110)
H (3.384, 4.490, 0.240)
H (1.315, 2.062, -1.381)
H (2.073, 1.414, 0.076)
H (-0.368, 2.662, 0.045)
H (0.623, 4.086, 0.119)
C (-6.705, 1.899, 0.121)
O (-7.735, 2.545, 0.024)
N (-6.138, 1.518, 1.273)
C (-4.914, 0.744, 1.316)
C (-6.776, 1.878, 2.527)
H (-6.135, 1.569, -0.767)
H (-5.110, -0.202, 1.822)
H (-4.140, 1.283, 1.861)
H (-4.564, 0.543, 0.304)
H (-7.775, 1.446, 2.573)
H (-6.872, 2.962, 2.608)
H (-6.183, 1.494, 3.352)
C (6.163, -1.644, -1.182)
O (5.479, -0.733, -0.744)
N (5.682, -2.673, -1.900)
C (6.539, -3.730, -2.394)
C (4.258, -2.720, -2.172)
H (7.249, -1.698, -1.018)
H (6.482, -3.779, -3.485)
H (6.233, -4.689, -1.978)
H (7.564, -3.539, -2.097)
H (3.946, -1.835, -2.727)
H (3.693, -2.746, -1.239)
H (4.036, -3.610, -2.755)
C (-6.599, -2.692, 3.462)
O (-6.766, -1.523, 3.164)
N (-5.400, -3.284, 3.619)
C (-5.275, -4.679, 3.985)
C (-4.195, -2.495, 3.416)
H (-7.444, -3.378, 3.639)
H (-4.737, -4.781, 4.930)
H (-4.733, -5.231, 3.214)
H (-6.264, -5.118, 4.098)
H (-4.172, -1.649, 4.104)
H (-4.161, -2.106, 2.399)
H (-3.324, -3.122, 3.587)
C (-0.082, 4.135, -3.516)
O (0.477, 4.343, -2.455)
N (-1.417, 4.144, -3.686)
C (-2.035, 3.889, -4.972)
C (-2.259, 4.421, -2.534)
H (0.474, 3.915, -4.443)
H (-2.627, 4.750, -5.289)
H (-2.687, 3.016, -4.918)
H (-1.264, 3.703, -5.717)
H (-2.028, 5.403, -2.121)
H (-2.090, 3.679, -1.752)
H (-3.303, 4.392, -2.838)
C (-7.367, 0.548, -4.999)
O (-7.166, -0.297, -5.851)
N (-8.189, 0.396, -3.945)
C (-8.384, 1.441, -2.954)
C (-8.900, -0.862, -3.799)
H (-6.876, 1.537, -5.020)
H (-8.095, 1.084, -1.969)
H (-9.434, 1.737, -2.924)
H (-7.781, 2.311, -3.201)
H (-8.195, -1.690, -3.720)
H (-9.534, -1.043, -4.668)
H (-9.514, -0.821, -2.903)
C (7.810, -4.960, 1.209)
O (7.543, -4.249, 0.256)
N (8.816, -5.853, 1.231)
C (9.093, -6.674, 2.391)
C (9.647, -5.988, 0.047)
H (7.236, -4.925, 2.149)
H (10.102, -6.484, 2.763)
H (9.008, -7.733, 2.139)
H (8.381, -6.445, 3.180)
H (10.128, -5.038, -0.189)
H (9.041, -6.281, -0.811)
H (10.407, -6.743, 0.228)

Properties
- E_HOMO (eV) = -8.96
- strongest force on any atom (eV Å⁻¹) = 0.9
- energy relative to the best compared isomer or geometry (same formula, charge and spin) (kcal/mol) = 0.0
- SMILES = C#CCCC[SiH2]CCC(F)(F)C(F)(F)S(F)(F)(F)(F)F.CN(C)C=O.CN(C)C=O.CN(C)C=O.CN(C)C=O.CN(C)C=O.CN(C)C=O
- HOMO-LUMO gap (eV) = 9.21